w:
{
  "formula": "C4H8NO2S",
  "method": "wB97M-V/def2-TZVPD",
  "multiplicity": 1,
  "homo_lumo_gap_ev": 3.339,
  "charge": -1,
  "symbols": ["C", "C", "C", "S", "N", "C", "O", "O", "H", "H", "H", "H", "H", "H", "H", "H"],
  "xyz": [[-1.0997, -1.0566, 0.3290], [0.2648, -0.1800, -0.0243], [0.4792, 0.7711, 1.1310], [1.0838, 0.7584, 4.0546], [0.1235, 0.5659, -1.2746], [0.0506, -0.1798, -2.5700], [0.1345, 0.5800, -3.5024], [-0.1874, -1.4519, -2.5704], [-0.8747, -1.8817, 1.0487], [-1.7751, -0.3369, 0.7683], [-1.4684, -1.3421, -0.6591], [1.0763, -0.9231, -0.1842], [0.0067, 0.6668, 2.1151], [0.3763, 1.8471, 0.9354], [1.3612, 0.6604, 1.8248], [0.4483, 1.5024, -1.4220]],
  "lowdin_charge": [-0.037, -0.378, -0.163, 0.139, 0.028, -0.768, -0.046, -0.124, 0.074, 0.044, 0.046, 0.135, -0.099, 0.084, -0.025, 0.091]
}

---

x:
{
  "formula": "C4H8NO2S",
  "method": "wB97M-V/def2-TZVPD",
  "multiplicity": 1,
  "homo_lumo_gap_ev": 4.117,
  "charge": -1,
  "symbols": ["C", "N", "C", "O", "O", "C", "C", "S", "H", "H", "H", "H", "H", "H", "H", "H"],
  "xyz": [[-0.6174, -0.6854, 0.0382], [-1.7331, 0.1861, 0.4469], [-1.5142, 0.6325, 1.8424], [-2.4082, 0.5687, 2.6316], [-0.3055, 1.2864, 2.0205], [0.4478, 0.0651, -0.7547], [1.8033, -0.3173, -0.7490], [1.9471, 0.1692, -3.6181], [-0.8849, -1.4992, -0.6444], [-0.2955, -1.1991, 0.9473], [-0.2780, 0.2231, 2.2691], [0.0447, 0.9163, -1.2916], [0.9919, -0.8056, -1.6032], [2.3763, 0.1246, -1.5525], [2.3325, -0.6928, 0.1058], [-1.9067, 1.0273, -0.0882]],
  "lowdin_charge": [-0.213, 0.034, -0.624, 0.137, 0.082, -0.238, -0.148, -0.630, 0.118, 0.112, 0.172, 0.093, 0.061, -0.157, 0.080, 0.120]
}

---

y:
{
  "formula": "C4H8NO2S",
  "method": "wB97M-V/def2-TZVPD",
  "multiplicity": 1,
  "homo_lumo_gap_ev": 6.687,
  "charge": -1,
  "symbols": ["O", "C", "N", "C", "O", "C", "C", "S", "H", "H", "H", "H", "H", "H", "H", "H"],
  "xyz": [[-2.6354, -0.4250, -0.4685], [-1.4812, 0.0103, -0.1738], [-1.1633, 1.2442, 0.0922], [2.6228, 3.7154, -0.2283], [2.5371, 4.4997, -1.1392], [-0.3248, -1.0402, -0.2290], [-0.8370, -2.1918, 0.5906], [0.3928, -3.6473, 0.7607], [-1.7860, 1.9956, -0.1612], [3.2737, 3.9522, 0.6169], [2.0373, 2.7738, -0.2325], [-0.1540, -1.2813, -1.2776], [0.5364, -0.5383, 0.2004], [-1.1415, -1.9566, 1.6313], [-1.7834, -2.6157, 0.1925], [-0.0934, -4.4948, -0.1746]],
  "lowdin_charge": [-0.150, -0.741, 0.018, -0.139, -0.031, -0.239, -0.536, 0.566, -0.019, 0.066, 0.082, 0.101, 0.078, 0.072, 0.068, -0.194]
}

---

Least stable: x

---

w:
{
  "formula": "C2H5OP",
  "method": "wB97M-V/def2-TZVPD",
  "multiplicity": 1,
  "homo_lumo_gap_ev": 10.835,
  "smiles": "P[C@@H]1CO1",
  "symbols": ["P", "C", "C", "O", "H", "H", "H", "H", "H"],
  "xyz": [[1.7194, 0.5187, -0.2142], [-0.1408, 0.5298, -0.3849], [-1.0873, -0.2997, 0.3263], [-0.7834, -0.4475, -1.1030], [1.8791, -0.8471, -0.6120], [1.7967, 0.0363, 1.1374], [-0.5385, 1.5486, -0.5911], [-0.7371, -1.2041, 0.8864], [-2.1080, 0.1651, 0.5551]],
  "lowdin_charge": [0.812, -0.692, -0.142, -0.111, -0.098, -0.114, 0.099, 0.118, 0.129]
}

---

x:
{
  "formula": "C2H5OP",
  "method": "wB97M-V/def2-TZVPD",
  "multiplicity": 1,
  "homo_lumo_gap_ev": 7.924,
  "symbols": ["C", "C", "O", "P", "H", "H", "H", "H", "H"],
  "xyz": [[0.7499, -0.6055, 0.1709], [0.0044, 0.3683, -0.6146], [-1.2743, 0.1525, -0.9256], [0.3164, 0.3868, 1.6855], [0.2558, -1.4956, 0.2228], [1.8124, -0.6168, 0.2173], [0.3653, 1.3843, -0.9161], [-1.3873, 0.7798, -1.6950], [-0.8426, -0.3538, 1.8549]],
  "lowdin_charge": [-0.508, -0.375, -0.030, 0.746, 0.036, 0.047, 0.117, 0.138, -0.170]
}

---

y:
{
  "formula": "C2H5OP",
  "method": "wB97M-V/def2-TZVPD",
  "multiplicity": 1,
  "homo_lumo_gap_ev": 9.207,
  "symbols": ["C", "C", "O", "P", "H", "H", "H", "H", "H"],
  "xyz": [[1.2564, -0.9007, 0.7077], [0.6771, -0.4988, 1.6796], [-0.5971, 1.6561, 0.0584], [-0.9438, 0.3088, 0.3446], [1.7398, -0.8454, -0.2572], [-1.4024, 0.4912, -2.5197], [0.4915, -0.5097, 2.7085], [-0.3231, -0.5317, -0.7068], [-0.8985, 0.8303, -2.0150]],
  "lowdin_charge": [-0.037, -0.172, -0.537, 0.685, 0.069, 0.057, 0.045, -0.099, -0.010]
}

---

Least stable: y

---

w:
{
  "formula": "C5H10N2O",
  "method": "wB97M-V/def2-TZVPD",
  "multiplicity": 1,
  "homo_lumo_gap_ev": 9.406,
  "smiles": "CC(C)=NN.C=C=O",
  "symbols": ["C", "C", "C", "N", "N", "H", "H", "H", "H", "H", "H", "H", "H", "C", "C", "O", "H", "H"],
  "xyz": [[0.7400, 1.3138, -1.1893], [0.8000, 0.2198, -0.1210], [1.3452, 0.6268, 1.1697], [0.4433, -0.9413, -0.4033], [0.5814, -1.9719, 0.4485], [0.1292, 1.2206, -1.9844], [0.5878, 2.2593, -0.6528], [1.8313, 1.2484, -1.7013], [0.4856, 0.7226, 1.8411], [2.1273, 0.1332, 1.6144], [1.8095, 1.6719, 1.2342], [1.3501, -1.9514, 1.1776], [0.5434, -2.8949, -0.1996], [-2.7639, -0.6486, -0.5194], [-2.1786, 0.2448, 0.1086], [-1.6771, 1.1377, 0.7042], [-2.3222, -1.5419, -0.9769], [-3.8323, -0.8491, -0.5502]],
  "lowdin_charge": [-0.037, -0.482, -0.064, -0.067, -0.030, 0.018, 0.073, 0.133, 0.088, 0.036, 0.111, 0.096, 0.146, 0.001, -0.303, 0.127, 0.078, 0.076]
}

---

x:
{
  "formula": "C5H10N2O",
  "method": "wB97M-V/def2-TZVPD",
  "multiplicity": 1,
  "homo_lumo_gap_ev": 7.712,
  "symbols": ["C", "C", "C", "N", "C", "C", "N", "O", "H", "H", "H", "H", "H", "H", "H", "H", "H", "H"],
  "xyz": [[2.2382, 1.1359, -0.2620], [-1.5469, 1.1155, -0.1502], [-1.4607, -1.8767, -0.0739], [1.0309, 0.7242, 0.4443], [0.9249, -1.2201, 0.4982], [-0.2572, -0.9937, -0.1144], [-0.3035, 0.3870, -0.4485], [1.8565, -1.9298, 0.7652], [0.7277, 1.4241, 1.1184], [3.0546, 1.2613, 0.4556], [2.0937, 2.0578, -0.8283], [2.5728, 0.3542, -0.9451], [-1.9267, 0.9311, 0.8619], [-2.3077, 0.7904, -0.8677], [-1.3818, 2.1881, -0.2758], [-1.9781, -1.8967, -1.0389], [-1.1514, -2.8947, 0.1780], [-2.1853, -1.5579, 0.6833]],
  "lowdin_charge": [-0.083, -0.090, -0.058, -0.032, -0.263, -0.326, -0.085, 0.069, 0.129, 0.093, 0.078, 0.089, 0.080, 0.089, 0.077, 0.075, 0.086, 0.071]
}

---

y:
{
  "formula": "C5H10N2O",
  "method": "wB97M-V/def2-TZVPD",
  "multiplicity": 1,
  "homo_lumo_gap_ev": [7.194, 7.143],
  "symbols": ["C", "C", "C", "C", "N", "C", "O", "N", "H", "H", "H", "H", "H", "H", "H", "H", "H", "H"],
  "xyz": [[1.0911, -0.9012, -0.2606], [-1.0750, 1.0099, 0.3851], [-0.7478, -0.6493, -0.0906], [1.4141, 0.4255, 0.0121], [-1.2549, -0.8064, -1.4118], [2.0629, 1.5374, 0.1267], [1.4167, -1.8722, 0.6688], [-1.0897, -1.4781, 0.8789], [0.5642, -2.0194, 1.1646], [1.3566, -1.2347, -1.2699], [-2.2371, -0.5826, -1.4988], [-0.6977, -0.3066, -2.0962], [-1.7747, -1.1127, 1.5308], [-0.8150, 1.8136, -0.3037], [-2.1618, 0.9121, 0.4084], [-0.7795, 1.2320, 1.4089], [1.5832, 2.5098, 0.1082], [3.1445, 1.5227, 0.2392]],
  "lowdin_charge": [-0.288, -0.055, -0.579, 0.033, 0.066, 0.070, -0.040, 0.045, 0.065, 0.150, 0.083, 0.077, 0.047, 0.046, 0.052, 0.059, 0.077, 0.092]
}

---

z:
{
  "formula": "C5H10N2O",
  "method": "wB97M-V/def2-TZVPD",
  "multiplicity": 1,
  "homo_lumo_gap_ev": 7.665,
  "symbols": ["C", "C", "C", "C", "C", "H", "H", "H", "H", "H", "H", "H", "H", "H", "H", "N", "N", "O"],
  "xyz": [[2.4612, -0.6571, 0.2485], [0.1653, -0.8031, -0.3243], [-0.2839, 0.6064, -0.2891], [-1.3737, 0.8609, 0.7280], [0.5097, 1.5997, -0.9322], [2.5357, -0.6548, 1.6876], [1.9698, 0.6107, -0.1217], [3.6866, -1.2696, -0.2434], [-0.9100, -2.5020, -0.7712], [-2.7725, -0.3177, 0.6756], [-2.4352, 0.3206, 0.5826], [-0.9950, 0.5773, 1.8120], [-1.8459, 1.9639, 0.7717], [0.3648, 2.7399, -1.2464], [1.2563, 1.1548, -1.5603], [1.3178, -1.5080, -0.1763], [-1.0579, -1.6169, -0.3235], [-2.5933, -1.1049, -0.5175]],
  "lowdin_charge": [-0.234, -0.338, -0.281, -0.037, 0.058, 0.127, 0.097, 0.148, 0.094, 0.197, 0.016, 0.148, 0.145, 0.123, 0.040, -0.064, 0.024, -0.261]
}

---

Least stable: z

---

w:
{
  "formula": "C5H10N2O",
  "method": "wB97M-V/def2-TZVPD",
  "multiplicity": 1,
  "homo_lumo_gap_ev": 8.542,
  "smiles": "C[C@]1(O)[C@]2(C)N[C@]12N",
  "symbols": ["C", "C", "O", "C", "C", "N", "C", "N", "H", "H", "H", "H", "H", "H", "H", "H", "H", "H"],
  "xyz": [[-1.8519, -0.3021, -0.3523], [-0.7226, -0.4405, 0.6169], [-1.1019, -1.0524, 1.8500], [0.3883, 0.5918, 0.6827], [0.3648, 1.8797, -0.0714], [1.7356, -0.1956, 1.0362], [0.7363, -0.7262, 0.1506], [1.1811, -1.0178, -1.1822], [-1.5168, -0.0320, -1.3571], [-2.3935, -1.2505, -0.4233], [-2.5584, 0.4566, -0.0020], [-0.4113, -1.6936, 2.1086], [1.3511, 2.3543, -0.0846], [0.0419, 1.7422, -1.1091], [-0.3414, 2.5725, 0.3965], [2.4567, 0.2772, 0.4936], [2.0885, -1.4768, -1.1290], [0.5535, -1.6868, -1.6241]],
  "lowdin_charge": [0.000, -0.376, -0.011, -0.258, -0.039, 0.159, -0.434, 0.101, 0.086, 0.093, 0.098, 0.106, 0.078, 0.074, 0.081, 0.082, 0.079, 0.080]
}

---

x:
{
  "formula": "C5H10N2O",
  "method": "wB97M-V/def2-TZVPD",
  "multiplicity": 1,
  "homo_lumo_gap_ev": [7.766, 7.759],
  "symbols": ["C", "C", "C", "C", "C", "N", "N", "O", "H", "H", "H", "H", "H", "H", "H", "H", "H", "H"],
  "xyz": [[1.1238, 0.8619, -0.1163], [-0.9435, 0.5559, 1.6240], [2.1672, 0.1549, -0.9418], [-1.1702, -0.4179, -0.6789], [-0.2854, -0.3788, 0.6060], [-2.2359, -1.2428, -0.7991], [-0.5463, 0.3835, -1.3921], [0.2635, -1.4549, 0.8971], [-2.2178, -2.0368, -0.1726], [-2.5449, -1.4493, -1.7386], [1.4425, 0.9215, 0.9263], [0.9078, 1.8805, -0.4256], [-1.7835, 0.0271, 2.0789], [-0.2071, 0.7938, 2.3915], [-1.3003, 1.4760, 1.1670], [3.1477, 0.6135, -0.7739], [1.9480, 0.2059, -2.0081], [2.2343, -0.8940, -0.6438]],
  "lowdin_charge": [-0.143, -0.010, -0.135, -0.461, -0.562, 0.163, 0.267, 0.012, 0.110, 0.106, 0.092, 0.085, 0.091, 0.086, 0.091, 0.075, 0.063, 0.072]
}

---

Least stable: x